{
  "formula": "C4H8O",
  "method": "ωB97M-V with the def2-TZVPD basis set",
  "e_above_lowest_kcal_mol": 73.24,
  "gap_ev": 8.955,
  "fmax_ev_per_a": 2.74,
  "homo_ev": -7.960,
  "smiles": "CC1(O)CC1",
  "symbols": ["C", "C", "O", "C", "C", "H", "H", "H", "H", "H", "H", "H", "H"],
  "coordinates": [[0.79355, -1.13943, 0.06517], [-0.28207, -0.13003, -0.46401], [-1.63220, -0.56492, -0.40254], [-0.27376, 1.37012, -0.58738], [0.13341, 0.86894, 0.71625], [1.77545, -0.97544, -0.37716], [0.41046, -2.12442, -0.16215], [0.97102, -1.16583, 1.17116], [-1.71041, -1.47680, -0.70934], [0.42833, 1.90613, -1.20689], [-1.28296, 1.77134, -0.55736], [1.19746, 0.95642, 0.96586], [-0.52829, 0.70393, 1.54838]],
  "atomic_forces_ev_per_a": [[-0.1, -0.8, -0.9], [1.0, 0.1, 2.5], [0.2, -0.3, 0.4], [0.2, 0.4, -0.3], [-0.6, 1.0, 0.4], [-0.1, -0.2, -0.3], [0.3, -0.6, -0.5], [-0.5, 0.1, -0.9], [0.3, 0.2, 0.1], [0.1, 0.1, -0.1], [0.1, -0.2, -0.6], [-0.5, -0.4, -0.1], [-0.3, 0.7, 0.2]],
  "lowdin_charge": [-0.065, -0.419, -0.025, -0.099, -0.143, 0.083, 0.061, 0.082, 0.091, 0.101, 0.114, 0.106, 0.112]
}

{
  "formula": "C5H15NO2",
  "method": "ωB97M-V with the def2-TZVPD basis set",
  "e_above_lowest_kcal_mol": 32.97,
  "gap_ev": 9.921,
  "fmax_ev_per_a": 2.34,
  "homo_ev": -9.161,
  "smiles": "CC[C@@H](C)NCO.O",
  "symbols": ["C", "C", "C", "C", "N", "C", "O", "H", "H", "H", "H", "H", "H", "H", "H", "H", "H", "H", "H", "H", "O", "H", "H"],
  "coordinates": [[-2.51592, -0.41375, 0.44923], [-1.41340, 0.04213, 1.42699], [-0.28592, 0.70332, 0.56997], [-0.07368, 2.21178, 0.86968], [1.01839, 0.01123, 0.75208], [1.88056, -0.16264, -0.35979], [2.64745, 0.98996, -0.79576], [-2.21525, -1.40112, 0.05497], [-3.44067, -0.64066, 0.97184], [-2.63057, 0.26903, -0.39253], [-1.94832, 0.80145, 2.03862], [-1.02786, -0.73339, 2.07332], [-0.54521, 0.69913, -0.50120], [0.72680, 2.51573, 0.16200], [-0.98705, 2.73899, 0.66045], [0.32594, 2.42406, 1.86434], [1.44850, 0.23923, 1.62977], [1.27127, -0.43854, -1.27252], [2.68636, -0.90050, -0.20942], [2.09022, 1.78534, -0.81936], [-0.92400, -3.06547, -2.40783], [-1.71992, -2.78524, -1.93592], [-0.36364, -2.32278, -2.13070]],
  "atomic_forces_ev_per_a": [[0.7, -1.8, 0.4], [-0.9, 1.8, -1.2], [1.2, 0.5, 1.1], [0.8, -0.8, -0.8], [-1.0, -0.6, -0.7], [0.0, 0.5, -1.4], [0.0, 0.4, 0.3], [0.0, 0.3, -0.3], [-0.3, 0.4, -0.1], [-0.3, 0.1, 0.3], [0.8, -0.2, 0.0], [0.0, -0.2, 0.0], [0.1, -0.5, 0.3], [-0.7, 0.3, 0.4], [-0.3, 0.6, 0.1], [-0.4, -0.2, 0.1], [0.3, 0.0, 0.1], [0.3, -0.2, 1.1], [-0.6, 0.1, 0.2], [0.2, -0.6, -0.1], [-0.1, 0.9, 0.6], [-0.3, -0.5, -0.2], [0.4, -0.4, -0.4]],
  "lowdin_charge": [-0.110, -0.196, -0.380, -0.051, -0.027, -0.286, -0.091, 0.061, 0.066, 0.073, 0.106, 0.101, 0.127, 0.062, 0.071, 0.084, 0.117, 0.121, 0.123, 0.049, -0.061, 0.021, 0.021]
}

{
  "formula": "C2H5N3OS",
  "method": "ωB97M-V with the def2-TZVPD basis set",
  "e_above_lowest_kcal_mol": 59.16,
  "gap_ev": 10.048,
  "fmax_ev_per_a": 2.48,
  "homo_ev": -9.669,
  "smiles": "NNC(=O)/C=N\\S",
  "symbols": ["N", "N", "C", "O", "C", "N", "S", "H", "H", "H", "H", "H"],
  "coordinates": [[-1.88374, -1.40301, -0.00249], [-0.60238, -0.76611, -0.05633], [-0.60562, 0.57101, 0.02877], [-1.63490, 1.25003, 0.09524], [0.72776, 1.37002, -0.04752], [1.90873, 0.93437, -0.06530], [2.38846, -0.68591, 0.04062], [-2.27354, -1.08165, 0.85331], [-2.47702, -1.00591, -0.74984], [0.24111, -1.27463, -0.27755], [0.56507, 2.45625, -0.08070], [3.64608, -0.36445, 0.26178]],
  "atomic_forces_ev_per_a": [[1.1, -0.3, -1.2], [-1.0, 0.1, 0.0], [0.0, 2.4, -0.5], [0.8, -0.9, 0.2], [-1.1, -1.1, 0.1], [0.6, 0.2, 0.2], [-0.5, 0.3, 0.0], [-0.6, 0.2, 0.8], [0.6, -0.1, 0.5], [-0.6, -0.4, 0.1], [0.0, -0.4, 0.0], [0.6, 0.0, 0.0]],
  "lowdin_charge": [0.054, -0.031, -0.476, 0.025, -0.165, -0.360, 0.780, 0.066, 0.097, 0.032, 0.120, -0.142]
}

{
  "formula": "C5H10N3",
  "method": "ωB97M-V with the def2-TZVPD basis set",
  "e_above_lowest_kcal_mol": 197.82,
  "gap_ev": [6.196, 8.497],
  "fmax_ev_per_a": 3.57,
  "charge": 1,
  "homo_ev": [-12.389, -13.701],
  "symbols": ["C", "C", "C", "C", "C", "N", "N", "N", "H", "H", "H", "H", "H", "H", "H", "H", "H", "H"],
  "coordinates": [[-1.69981, -0.08888, -0.13514], [-3.04621, -0.03077, 0.38302], [-2.06882, 1.08938, 0.43402], [0.53285, -0.30321, -0.62889], [1.37828, -1.46948, -0.19163], [-0.81687, -0.77398, -0.71604], [0.55744, 0.91567, -0.07094], [1.99502, 1.14199, 0.29226], [-3.87819, 0.17653, -0.25960], [-3.27437, -0.75731, 1.17704], [-2.13539, 2.16557, 0.58310], [0.61958, -0.44323, -1.72909], [1.17446, -1.60943, 0.86253], [2.54671, -1.32122, -0.33169], [1.06772, -2.38674, -0.67498], [2.67666, 0.60081, -0.26543], [2.12101, 0.96971, 1.29552], [2.24996, 2.12461, -0.02405]],
  "atomic_forces_ev_per_a": [[0.7, 1.3, -0.6], [-1.2, -0.4, 0.4], [-0.5, -0.1, 1.1], [-2.2, -2.2, -1.7], [2.8, -0.2, 1.0], [0.0, -1.8, 0.1], [2.7, 1.8, 0.6], [0.3, 1.8, -1.3], [-0.7, -0.1, -0.3], [0.1, 0.6, 0.0], [0.4, -0.4, -0.3], [0.6, 1.2, -0.8], [0.2, -0.2, 0.4], [-2.4, -0.4, 0.1], [0.1, 0.1, -0.4], [-0.5, -0.3, 0.5], [0.3, 0.4, -0.2], [-0.7, -1.0, 1.2]],
  "lowdin_charge": [-0.339, -0.022, 0.156, -0.556, -0.028, 0.166, 0.087, 0.146, 0.111, 0.135, 0.127, 0.201, 0.089, 0.122, 0.095, 0.140, 0.173, 0.197]
}

{
  "formula": "CHBrOS2",
  "method": "ωB97M-V with the def2-TZVPD basis set",
  "e_above_lowest_kcal_mol": 5.32,
  "gap_ev": 8.838,
  "fmax_ev_per_a": 2.86,
  "homo_ev": -9.263,
  "smiles": "O=C=S.SBr",
  "symbols": ["O", "C", "S", "S", "Br", "H"],
  "coordinates": [[-0.27631, -2.02082, 1.48432], [-1.28214, -1.75703, 1.98097], [-2.51917, -1.39845, 2.79666], [0.71167, 0.84667, 0.72087], [-1.07460, 2.02850, 1.17352], [0.15170, 0.09456, -0.45256]],
  "atomic_forces_ev_per_a": [[-0.1, -0.3, -0.5], [1.8, -0.4, -0.2], [-1.8, 0.4, 0.7], [-1.0, -1.2, -2.2], [0.1, 0.0, -0.1], [1.0, 1.5, 2.2]],
  "lowdin_charge": [0.045, -0.945, 0.803, 0.087, 0.101, -0.090]
}

{
  "formula": "C6H29NO9",
  "method": "ωB97M-V with the def2-TZVPD basis set",
  "e_above_lowest_kcal_mol": 84.12,
  "gap_ev": 10.229,
  "fmax_ev_per_a": 4.12,
  "homo_ev": -10.024,
  "smiles": "CCCC(=O)N(C)C.O.O.O.O.O.O.O.O",
  "symbols": ["C", "C", "C", "C", "O", "N", "C", "C", "H", "H", "H", "H", "H", "H", "H", "H", "H", "H", "H", "H", "H", "O", "H", "H", "O", "H", "H", "O", "H", "H", "O", "H", "H", "O", "H", "H", "O", "H", "H", "O", "H", "H", "O", "H", "H"],
  "coordinates": [[1.38214, -2.28461, -2.30797], [2.54344, -1.59710, -1.61862], [2.29814, -1.31035, -0.09439], [1.41252, -0.09971, -0.06540], [0.23549, -0.30831, 0.34173], [1.70642, 1.08657, -0.68394], [3.12699, 1.47427, -0.64599], [0.67685, 2.13034, -0.57768], [1.36960, -3.36194, -2.06786], [0.38398, -1.98536, -1.91819], [1.44173, -2.01540, -3.35592], [2.96824, -0.71656, -2.07750], [3.44518, -2.25789, -1.73673], [2.05760, -2.16551, 0.56600], [3.06923, -0.92870, 0.59965], [3.65294, 0.71040, -1.22632], [3.36254, 2.33155, -1.25132], [3.40044, 1.53325, 0.43034], [0.50973, 2.58200, -1.59351], [-0.13197, 1.82926, 0.08293], [1.00861, 3.11043, -0.18093], [-3.95038, 0.26965, 1.04417], [-3.43909, -0.37567, 0.53757], [-4.38732, 0.98003, 0.57856], [-2.60627, 3.56701, -0.53637], [-2.83412, 2.72355, -0.95872], [-2.18043, 3.12338, 0.21957], [-0.86166, -0.46728, 2.97378], [-0.52676, -0.59900, 2.06231], [-1.62858, -1.03786, 3.12925], [1.90061, -1.20121, 2.73144], [2.60941, -0.84452, 3.28287], [1.12479, -1.18599, 3.31088], [-1.32132, 2.48823, 2.07506], [-0.38454, 2.58985, 1.88292], [-1.30583, 1.72726, 2.67026], [-3.85315, 0.96278, -1.52840], [-3.61057, 1.14993, -2.44453], [-3.65994, 0.01314, -1.43436], [-2.42871, -1.23618, -0.67795], [-1.84969, -0.46661, -0.77747], [-1.97682, -2.10959, -0.77837], [-1.01472, -3.06949, 0.64092], [-0.44414, -2.42500, 0.16602], [-1.29057, -2.33300, 1.21220]],
  "atomic_forces_ev_per_a": [[-0.9, 0.2, 0.9], [2.4, -1.3, 1.6], [1.5, 1.2, 0.1], [-3.9, -1.5, -0.1], [0.7, 0.6, -0.3], [0.3, 0.0, 1.3], [-0.4, -1.1, -0.1], [0.9, 1.9, -1.0], [0.4, 0.3, -0.7], [0.6, 0.4, -0.3], [-0.3, -0.6, -0.3], [-0.8, 0.4, -0.5], [-0.8, 0.1, 0.4], [-1.2, 0.5, -0.9], [1.2, -0.3, -1.2], [0.4, -0.1, 0.9], [-0.5, 0.9, 0.3], [0.5, 0.3, -1.0], [-1.0, -1.3, 0.6], [-0.3, -0.2, -1.0], [0.8, -0.7, 0.8], [0.0, -0.4, 1.9], [-0.5, 0.6, -0.4], [0.4, -0.3, -0.7], [0.5, -1.3, 0.3], [-0.6, 0.3, -0.6], [0.0, 0.8, 0.5], [0.1, -0.2, 0.1], [-0.3, 0.2, 0.2], [0.2, 0.3, -0.3], [0.3, 0.2, 0.5], [-0.1, -0.1, -0.1], [-0.2, 0.1, -0.2], [0.4, 0.0, 0.0], [0.1, 0.3, 0.0], [-0.4, -0.3, -0.1], [0.3, 0.0, -0.8], [-0.2, 0.1, 0.0], [-0.2, 0.2, 0.0], [-0.4, -0.4, -0.5], [0.6, -0.6, 0.1], [-0.3, 1.2, 0.3], [0.7, 1.5, -0.2], [0.6, -1.0, -0.2], [-0.8, -0.8, 0.6]],
  "lowdin_charge": [-0.085, -0.232, -0.118, -0.427, -0.049, -0.120, -0.028, -0.040, 0.090, 0.063, 0.076, 0.072, 0.122, 0.122, 0.109, 0.072, 0.088, 0.115, 0.112, 0.051, 0.095, -0.069, -0.023, 0.020, -0.074, -0.008, -0.006, -0.060, 0.003, 0.066, -0.048, 0.056, 0.031, -0.046, 0.024, 0.025, -0.068, 0.063, 0.019, -0.082, 0.054, 0.066, -0.062, 0.006, 0.023]
}

{
  "formula": "H24O12",
  "method": "ωB97M-V with the def2-TZVPD basis set",
  "e_above_lowest_kcal_mol": 340.59,
  "gap_ev": 8.438,
  "fmax_ev_per_a": 9.83,
  "homo_ev": -8.931,
  "symbols": ["O", "H", "H", "O", "H", "H", "O", "H", "H", "O", "H", "H", "O", "H", "H", "O", "H", "H", "O", "H", "H", "O", "H", "H", "O", "H", "H", "O", "H", "H", "O", "H", "H", "O", "H", "H"],
  "coordinates": [[0.77757, -0.35252, -1.67912], [1.05720, -0.27013, -2.59085], [-0.17646, -0.41512, -1.72542], [-2.93037, 0.26328, 0.52671], [-2.35503, -0.49820, 0.45360], [-2.35113, 0.97696, 0.79388], [-0.62989, 0.22070, 0.11721], [0.02649, -0.42584, -0.14239], [-0.28153, 1.05543, -0.19598], [-1.50912, -1.74730, 0.57107], [-0.96353, -1.75067, 1.35754], [-2.19909, -2.38479, 0.75489], [1.16403, 1.63161, 1.24042], [0.89653, 0.75759, 1.52463], [2.03669, 1.50614, 0.86766], [-1.81773, 2.42295, -1.73481], [-0.90021, 2.29435, -1.49430], [-2.05530, 3.26007, -1.33603], [0.31977, 2.49495, -1.31260], [0.99732, 2.36390, -0.64929], [0.80441, 2.66173, -2.12102], [-0.96341, 0.02251, 2.20116], [-0.04009, 0.26620, 2.26700], [-1.19604, 0.20716, 1.29121], [1.20947, -0.27253, 1.89457], [1.53272, -0.76582, 2.64849], [1.37638, -0.84357, 1.14469], [-0.44587, -2.80835, -1.02026], [-0.92695, -2.03253, -0.73236], [-0.93811, -3.54450, -0.65691], [2.20112, 0.69225, -0.49195], [1.43353, 0.39782, -0.98220], [2.73847, -0.09366, -0.39272], [1.33611, -1.54419, 0.18942], [1.63236, -2.45227, 0.12736], [1.13969, -1.29362, -0.71327]],
  "atomic_forces_ev_per_a": [[-3.0, -2.0, -6.3], [0.5, -0.1, -0.6], [-1.1, 0.2, -0.4], [-2.5, 0.9, -0.2], [-0.6, 0.2, -0.1], [-1.0, 0.4, -0.2], [1.9, 0.9, -6.0], [-0.9, 0.5, 1.7], [0.0, 0.6, 0.3], [-2.2, -1.8, 1.8], [0.3, 0.8, 0.9], [-0.5, -0.2, 0.1], [-0.8, 8.2, -0.8], [0.4, 2.5, -0.6], [-0.2, 0.2, 0.6], [-3.6, -0.2, -1.0], [-1.1, 0.0, 0.0], [-0.2, 0.1, 0.0], [4.5, 0.6, 0.0], [0.5, 0.1, 1.3], [0.0, 0.2, -0.4], [-2.7, -0.1, 5.3], [-2.0, -0.2, 1.0], [0.1, 0.0, 1.7], [4.6, -5.8, 6.5], [-0.1, 0.2, 0.7], [0.4, -0.3, -0.2], [1.7, -2.1, -3.3], [-0.4, -0.4, 0.3], [0.0, 0.0, -0.2], [5.1, 1.1, -0.2], [0.6, 1.4, 0.6], [0.5, 0.1, 0.0], [1.8, -4.7, -1.8], [-0.3, -0.5, 0.2], [0.5, -0.8, -0.9]],
  "lowdin_charge": [0.052, 0.173, 0.138, -0.060, -0.053, 0.030, -0.092, 0.031, 0.073, -0.054, 0.101, 0.130, -0.087, -0.200, 0.019, -0.067, -0.177, 0.036, 0.025, 0.063, 0.117, -0.080, -0.035, -0.112, 0.017, 0.148, -0.125, -0.063, -0.034, 0.058, -0.060, -0.151, 0.082, 0.031, 0.142, -0.019]
}

Q: Which formula does entry 5 have?
A: CHBrOS2

Q: What is the formula in the first record?
A: C4H8O

Copy entry 4 word for word.
{
  "formula": "C5H10N3",
  "method": "ωB97M-V with the def2-TZVPD basis set",
  "e_above_lowest_kcal_mol": 197.82,
  "gap_ev": [6.196, 8.497],
  "fmax_ev_per_a": 3.57,
  "charge": 1,
  "homo_ev": [-12.389, -13.701],
  "symbols": ["C", "C", "C", "C", "C", "N", "N", "N", "H", "H", "H", "H", "H", "H", "H", "H", "H", "H"],
  "coordinates": [[-1.69981, -0.08888, -0.13514], [-3.04621, -0.03077, 0.38302], [-2.06882, 1.08938, 0.43402], [0.53285, -0.30321, -0.62889], [1.37828, -1.46948, -0.19163], [-0.81687, -0.77398, -0.71604], [0.55744, 0.91567, -0.07094], [1.99502, 1.14199, 0.29226], [-3.87819, 0.17653, -0.25960], [-3.27437, -0.75731, 1.17704], [-2.13539, 2.16557, 0.58310], [0.61958, -0.44323, -1.72909], [1.17446, -1.60943, 0.86253], [2.54671, -1.32122, -0.33169], [1.06772, -2.38674, -0.67498], [2.67666, 0.60081, -0.26543], [2.12101, 0.96971, 1.29552], [2.24996, 2.12461, -0.02405]],
  "atomic_forces_ev_per_a": [[0.7, 1.3, -0.6], [-1.2, -0.4, 0.4], [-0.5, -0.1, 1.1], [-2.2, -2.2, -1.7], [2.8, -0.2, 1.0], [0.0, -1.8, 0.1], [2.7, 1.8, 0.6], [0.3, 1.8, -1.3], [-0.7, -0.1, -0.3], [0.1, 0.6, 0.0], [0.4, -0.4, -0.3], [0.6, 1.2, -0.8], [0.2, -0.2, 0.4], [-2.4, -0.4, 0.1], [0.1, 0.1, -0.4], [-0.5, -0.3, 0.5], [0.3, 0.4, -0.2], [-0.7, -1.0, 1.2]],
  "lowdin_charge": [-0.339, -0.022, 0.156, -0.556, -0.028, 0.166, 0.087, 0.146, 0.111, 0.135, 0.127, 0.201, 0.089, 0.122, 0.095, 0.140, 0.173, 0.197]
}